ORCA calculation (wB97M-V/def2-TZVPD) on 9 unconnected molecules or ions with the total composition C34H81BF4NO20P3S4 in a non-equilibrium geometry.

Computed properties:
Total charge ... 0
Largest force on an atom ... 0.0805 hartree/bohr
HOMO energy ... -10.26 eV
DFT total energy ... -5945.21055 a.u.

Last column: Mulliken charge in e.
Geometry (Å):
N -1.4851 -3.5303 2.1947  0.2688
H -1.8807 -2.6040 2.1197  0.1348
H -0.5511 -3.5630 1.8118  -0.3101
H -2.0164 -4.1563 1.6065  0.4066
H -1.4222 -3.8057 3.1644  0.3248
B 0.0154 -1.2913 0.8905  0.3258
F 0.1568 -1.3091 2.2728  -0.4105
F 0.9541 -0.3986 0.3762  0.3842
F 0.3797 -2.5153 0.3499  -0.3373
F -1.2761 -0.9949 0.5018  -0.2631
C 2.1262 -1.5997 -2.3150  -0.0412
C 3.0671 -2.7518 -1.8604  -0.1684
C 3.9720 -2.2395 -0.7434  0.0841
S 4.3018 -0.4512 -1.2590  0.8159
O 5.5451 -0.4621 -2.0265  -0.7415
O 4.2117 0.4217 -0.1159  -0.4337
C 2.9314 -0.3036 -2.4304  0.0038
H 1.2563 -1.4526 -1.6749  -0.6087
H 1.6928 -1.7943 -3.2961  0.6386
H 3.7714 -3.2222 -2.5466  0.4680
H 2.4221 -3.5307 -1.4538  -0.4076
H 4.8740 -2.8154 -0.5367  0.7013
H 3.3638 -2.1776 0.1590  -0.6280
H 3.3337 -0.1105 -3.4249  0.5383
H 2.1963 0.4123 -2.0629  -0.3665
C 3.0048 3.6909 2.8728  -0.5616
C 3.5649 2.4766 2.0707  -0.5890
C 2.6139 1.2988 2.4463  0.3768
S 2.0338 1.4278 4.2181  1.1547
O 2.9474 0.8119 5.2048  -0.6978
O 0.6054 1.1189 4.3758  -0.5506
C 2.2641 3.2486 4.1488  -0.7760
H 2.3272 4.2673 2.2428  0.0983
H 3.7981 4.3965 3.1195  0.4223
H 4.6192 2.3013 2.2850  0.5505
H 3.6816 2.6304 0.9979  0.1856
H 3.0317 0.3181 2.2188  0.3823
H 1.7154 1.3992 1.8374  -0.8123
H 2.7841 3.5558 5.0562  0.4463
H 1.2691 3.6894 4.2105  0.3153
C 2.9694 -2.4839 4.1683  -0.4893
C 2.4827 -3.2538 5.4217  -1.0201
C 1.3069 -4.0135 4.9448  -0.6698
S 1.9017 -4.7042 3.3814  0.9579
O 0.8120 -4.9896 2.4180  -0.5657
O 2.7127 -5.8270 3.7772  -0.7022
C 2.9168 -3.3240 2.9252  1.0364
H 3.9543 -2.0456 4.3298  0.5533
H 2.2638 -1.6749 3.9789  -0.3551
H 2.1767 -2.5484 6.1942  0.4567
H 3.2940 -3.8737 5.8033  0.3388
H 0.4411 -3.3650 4.8109  0.1732
H 0.9513 -4.8262 5.5782  0.5279
H 2.3359 -2.7306 2.2191  -1.0513
H 3.8862 -3.6006 2.5107  0.6253
C 2.2675 -6.4925 -0.5536  -0.3207
C 0.7730 -6.0585 -0.8412  0.1333
C -0.1113 -7.2523 -0.2848  -0.8618
S 0.7336 -8.7839 -0.7904  1.0858
O 0.1993 -9.1914 -2.1050  -0.6520
O 0.7561 -9.7864 0.2252  -0.6397
C 2.4302 -7.9790 -0.9941  -0.8024
H 2.5917 -6.2723 0.4635  0.0752
H 2.9397 -5.8421 -1.1134  0.3150
H 0.6597 -6.0524 -1.9252  0.5270
H 0.4997 -5.0872 -0.4289  -0.4450
H -1.1236 -7.3153 -0.6839  0.5279
H -0.1316 -7.3129 0.8033  0.3038
H 2.6325 -7.9648 -2.0650  0.3546
H 3.2299 -8.5786 -0.5593  0.4479
C 3.6248 3.5215 -2.8966  -0.7547
C 3.2049 4.9959 -3.0519  -0.3605
O 1.8145 4.9738 -3.4345  -0.0874
P 0.6634 5.7258 -2.6357  0.8087
O -0.6193 5.8952 -3.3513  -0.7729
O 0.5170 4.9856 -1.2117  -0.1628
C -0.2331 3.7771 -1.0999  -0.1406
C 0.2013 2.9175 0.0722  0.1166
O 1.4157 7.1318 -2.2218  -0.3604
C 1.1468 8.3434 -2.8867  -0.3317
C 0.4498 9.3708 -1.9656  -1.1872
H 3.7858 3.0710 -3.8760  0.3593
H 4.5560 3.4955 -2.3308  0.4111
H 2.8737 2.9114 -2.3948  -0.0873
H 3.3857 5.5313 -2.1198  0.3549
H 3.8326 5.4468 -3.8206  0.3042
H -1.2798 4.0559 -0.9789  0.2545
H -0.1184 3.1338 -1.9724  0.0119
H 0.2460 3.4050 1.0461  0.1586
H -0.4672 2.0695 0.2212  -0.1045
H 1.1747 2.4977 -0.1813  -0.1074
H 2.0616 8.7749 -3.2929  0.3515
H 0.5030 8.2963 -3.7649  0.3419
H -0.0038 10.2216 -2.4739  0.3480
H -0.3374 8.8647 -1.4067  0.3196
H 1.0799 9.6153 -1.1104  0.3163
C -2.1209 2.9160 3.3180  -1.4361
C -2.5097 1.5086 2.8798  1.3785
O -3.3054 0.9936 3.9524  -0.3513
P -4.1004 -0.4263 3.6675  0.6093
O -3.3141 -1.5573 3.0494  -0.4707
O -5.3295 0.0729 2.7319  -0.2265
C -6.2311 0.9864 3.2409  -0.1006
C -6.3680 1.9043 2.0834  -1.3534
O -4.8916 -0.8167 4.9734  -0.3998
C -5.6651 -2.0624 5.0778  -0.1938
C -7.1182 -1.8352 4.9916  -1.0486
H -2.8790 3.5609 3.7624  0.4125
H -1.3182 2.8132 4.0482  0.2954
H -1.6789 3.5002 2.5108  0.2725
H -2.9966 1.5216 1.9046  -0.1533
H -1.6149 0.9004 2.7476  -0.4427
H -7.1847 0.4718 3.3590  0.2270
H -5.8139 1.5016 4.1061  0.4158
H -5.3888 2.3013 1.8155  0.2403
H -6.7969 1.4181 1.2073  0.3201
H -7.0105 2.7527 2.3189  0.4188
H -5.2799 -2.7813 4.3546  0.2192
H -5.3332 -2.4293 6.0490  0.3590
H -7.3457 -1.6147 3.9487  0.1817
H -7.7403 -2.6828 5.2791  0.4178
H -7.2904 -0.9678 5.6288  0.2899
C -0.9992 -0.8760 -7.8174  -1.0384
C -1.5983 -1.2354 -6.5066  -0.3612
O -1.3345 -0.2742 -5.4960  -0.0567
P -2.4485 0.7319 -4.9330  0.1620
O -3.7722 0.1213 -4.8367  -0.8086
O -1.8069 1.1650 -3.5365  0.5325
C -1.8982 0.3799 -2.4051  0.4484
C -3.1926 0.6488 -1.6131  -0.9627
O -2.2777 2.0031 -5.9395  -0.3943
C -1.2954 2.9957 -5.7697  -0.1436
C 0.1630 2.4097 -5.7214  -0.6724
H -0.1728 -0.2151 -7.5560  0.1728
H -0.6239 -1.7207 -8.3951  0.3737
H -1.7245 -0.3162 -8.4079  0.3127
H -2.6535 -1.4478 -6.6789  0.3255
H -1.1307 -2.1380 -6.1130  0.3154
H -1.9402 -0.6786 -2.6617  0.2399
H -1.1026 0.4689 -1.6654  -0.4687
H -3.0143 0.8126 -0.5503  -0.1337
H -3.8633 1.4175 -1.9969  0.4790
H -3.7758 -0.2721 -1.6111  0.3697
H -1.4437 3.8414 -6.4412  0.4045
H -1.6311 3.3502 -4.7951  0.1604
H 0.5401 1.8819 -6.5974  0.3887
H 0.8669 3.1951 -5.4461  0.2899
H 0.3252 1.6166 -4.9914  -0.0041